1.
51
Properties=species:S:1:pos:R:3 method="wB97M-V/def2-TZVPD" orbital_gap_ev=6.612 spin_multiplicity=1 homo_ev=-4.725 lumo_energy_ev=1.9 charge=-1 e_above_lowest_kcal_mol=25.7 energy_ha=-1897.139674 fmax_ev_per_a=2.92
Cd 0.012 -0.377 0.144
C -1.685 1.048 3.021
C -0.324 1.760 2.822
N 0.720 1.042 2.063
C 1.664 0.240 2.931
C 1.085 -1.042 3.475
S 0.121 -2.009 2.300
C -1.472 -2.073 2.944
C -2.556 -1.129 2.298
N -2.073 0.200 1.968
H -2.410 1.896 3.196
H -1.627 0.526 4.042
H -0.054 2.052 3.837
H -0.493 2.709 2.265
H 1.256 1.831 1.664
H 2.009 0.795 3.816
H 2.596 0.053 2.351
H 0.450 -0.873 4.382
H 1.968 -1.692 3.760
H -1.549 -1.930 4.036
H -1.718 -3.119 2.738
H -3.505 -1.038 2.962
H -2.989 -1.681 1.369
H -2.690 0.669 1.261
N -0.491 1.754 -1.196
C -1.860 1.773 -1.658
C -2.648 0.628 -1.019
O -3.752 0.827 -0.449
O -2.029 -0.487 -1.043
H -0.284 2.530 -0.523
H 0.157 1.946 -1.971
H -1.863 1.560 -2.731
H -2.380 2.686 -1.417
O 2.449 -1.629 -6.756
C 1.324 -1.448 -6.258
O 0.210 -1.483 -6.846
C 1.205 -1.295 -4.711
C -0.146 -1.560 -4.314
C -0.456 -1.529 -2.967
N 0.455 -1.110 -2.036
C 1.664 -0.816 -2.459
C 2.168 -0.986 -3.769
C 2.642 -0.208 -1.429
O 3.669 0.228 -1.874
O 2.215 -0.092 -0.186
H -0.907 -1.861 -5.097
H -1.500 -1.713 -2.597
H 3.184 -0.734 -4.089
O 3.269 1.866 0.955
H 3.984 2.221 0.340
H 2.985 1.074 0.459

---

2.
51
Properties=species:S:1:pos:R:3 method="wB97M-V/def2-TZVPD" orbital_gap_ev=6.888 spin_multiplicity=1 homo_ev=-4.849 lumo_energy_ev=2.0 charge=-1 e_above_lowest_kcal_mol=34.7 energy_ha=-1897.125346 fmax_ev_per_a=2.60
Cd 0.749 0.406 -0.231
C -2.372 1.604 -1.406
C -2.345 0.055 -1.280
N -1.027 -0.551 -1.617
C -0.812 -0.753 -3.087
C -0.609 0.515 -3.876
S 0.658 1.589 -3.104
C -0.233 3.143 -2.905
C -0.715 3.465 -1.517
N -1.294 2.342 -0.750
H -2.476 1.928 -2.423
H -3.404 1.827 -0.936
H -2.642 -0.180 -0.229
H -3.160 -0.399 -1.821
H -0.969 -1.529 -1.279
H 0.097 -1.348 -3.245
H -1.681 -1.305 -3.470
H -0.235 0.224 -4.887
H -1.538 1.093 -4.040
H 0.480 3.878 -3.246
H -0.980 3.200 -3.679
H 0.073 3.854 -0.831
H -1.389 4.369 -1.459
H -1.565 2.783 0.085
N 1.260 1.071 2.197
C 1.158 2.547 2.281
C 1.187 3.052 0.841
O 0.600 4.143 0.571
O 1.835 2.369 -0.011
H 0.714 0.689 2.961
H 2.238 0.753 2.268
H 2.056 3.003 2.756
H 0.209 2.899 2.696
O 0.737 -6.079 3.112
C -0.108 -5.224 3.505
O -0.940 -5.227 4.435
C -0.137 -4.003 2.698
C -1.101 -3.039 2.965
C -1.018 -1.897 2.162
N -0.033 -1.681 1.267
C 0.884 -2.638 1.045
C 0.800 -3.844 1.721
C 2.031 -2.510 0.088
O 2.671 -3.551 -0.149
O 2.210 -1.310 -0.324
H -1.932 -3.079 3.711
H -1.749 -1.065 2.228
H 1.527 -4.598 1.482
O 3.795 -0.165 1.774
H 3.811 -0.400 0.848
H 4.684 -0.428 2.106

---

3.
44
Properties=species:S:1:pos:R:3 method="wB97M-V/def2-TZVPD" orbital_gap_ev="6.502 / 6.684" spin_multiplicity=2 homo_ev="-4.046 / -4.121" lumo_energy_ev="2.5 / 2.6" charge=-1 e_above_lowest_kcal_mol=0.0 energy_ha=-9730.048545 fmax_ev_per_a=0.35
Co -1.075 0.375 -1.043
C -4.631 0.132 1.680
C -3.554 -0.702 2.373
C -3.845 -0.837 3.872
C -2.162 -0.154 2.141
C -1.803 1.118 2.564
C -0.530 1.626 2.328
C 0.435 0.875 1.674
C 1.802 1.427 1.375
C 0.088 -0.416 1.266
C -1.190 -0.914 1.489
H -5.615 -0.315 1.842
H -4.448 0.187 0.603
H -4.653 1.151 2.073
H -3.575 -1.702 1.930
H -3.840 0.143 4.356
H -3.098 -1.458 4.370
H -4.829 -1.284 4.033
H -2.538 1.746 3.057
H -0.296 2.640 2.631
H 2.536 1.097 2.116
H 1.789 2.517 1.372
H 2.134 1.088 0.392
H 0.818 -1.025 0.746
H -1.443 -1.910 1.144
Se -0.995 2.658 -1.566
Se -3.288 2.529 -1.076
Te -4.045 0.732 -2.692
Se -2.830 -1.212 -1.665
C 3.890 0.604 -4.137
Si 3.386 -0.616 -2.802
C 3.438 -2.348 -3.523
C 4.640 -0.517 -1.404
C 1.737 -0.233 -2.177
C 0.618 0.022 -1.761
H 4.888 0.385 -4.526
H 3.890 1.623 -3.742
H 3.181 0.572 -4.967
H 4.434 -2.594 -3.904
H 2.723 -2.440 -4.344
H 3.167 -3.088 -2.765
H 5.649 -0.751 -1.758
H 4.386 -1.221 -0.607
H 4.655 0.486 -0.969

---

4.
54
Properties=species:S:1:pos:R:3 method="wB97M-V/def2-TZVPD" orbital_gap_ev="7.463 / 7.425" spin_multiplicity=5 homo_ev="-7.489 / -7.523" lumo_energy_ev="0.0 / -0.1" e_above_lowest_kcal_mol=27.4 energy_ha=-3893.701689 fmax_ev_per_a=0.77
Fe -0.207 0.168 -0.525
C -2.686 -4.222 -1.397
C -2.661 -2.722 -1.682
O -3.693 -2.325 -2.598
P -2.997 -1.727 -0.201
O -2.530 -2.610 1.039
O -4.583 -1.742 -0.055
O -2.433 -0.352 -0.203
P -0.976 -2.192 -2.217
O -1.234 -0.617 -2.635
O -0.518 -2.943 -3.401
O -0.215 -2.084 -0.921
H -3.645 -4.522 -0.975
H -1.886 -4.486 -0.703
H -2.515 -4.758 -2.332
H -3.427 -2.596 -3.485
H -2.333 -2.047 1.807
H -5.031 -1.552 -0.901
H -1.173 -0.512 -3.597
I 2.628 4.454 -1.337
C 1.428 4.060 0.333
C 1.386 4.963 1.401
C 0.604 4.710 2.496
I 0.586 6.123 4.054
C -0.157 3.523 2.577
C -0.984 3.154 3.659
C -1.646 1.960 3.633
C -1.484 1.110 2.527
N -0.734 1.416 1.494
C -0.090 2.608 1.493
C 0.676 2.883 0.305
O 0.678 2.045 -0.671
H 1.982 5.864 1.359
H -1.091 3.823 4.503
H -2.294 1.664 4.449
H -2.010 0.167 2.478
N 1.132 -0.632 1.195
C 2.597 -0.797 1.034
C 2.923 -1.624 -0.213
C 3.658 -0.831 -1.289
C 2.885 0.385 -1.776
N 1.509 0.046 -2.190
H 0.933 -0.172 2.075
H 0.694 -1.551 1.213
H 3.033 -1.262 1.920
H 3.028 0.204 0.954
H 1.988 -1.995 -0.627
H 3.519 -2.498 0.056
H 3.869 -1.498 -2.132
H 4.623 -0.482 -0.911
H 3.449 0.847 -2.590
H 2.800 1.132 -0.987
H 1.494 -0.781 -2.778
H 1.133 0.821 -2.725

---

5.
49
Properties=species:S:1:pos:R:3 method="wB97M-V/def2-TZVPD" orbital_gap_ev=6.330 spin_multiplicity=1 homo_ev=-10.462 lumo_energy_ev=-4.1 charge=+1 energy_ha=-3665.542752 fmax_ev_per_a=2.67
Ir -0.249 -0.546 0.083
C -1.379 3.365 1.408
C -1.031 2.099 0.724
N -0.600 1.039 1.294
C -0.425 0.752 2.708
C -0.881 -0.693 2.959
N -0.398 -1.681 1.941
C 0.759 -2.489 2.339
C 2.044 -1.700 2.129
N 2.102 -1.155 0.766
C 2.639 -2.072 -0.266
C 1.580 -2.454 -1.325
N 0.746 -1.305 -1.530
C 0.774 -0.537 -2.608
C 1.515 -0.935 -3.839
C 0.075 0.703 -2.465
C -0.018 1.755 -3.369
C -0.635 2.944 -2.943
C -1.190 3.087 -1.706
C -1.312 1.909 -0.798
N -0.465 0.841 -1.237
H -0.820 3.483 2.335
H -2.445 3.332 1.652
H -1.199 4.222 0.763
H -1.023 1.411 3.336
H 0.633 0.882 2.952
H -1.969 -0.690 2.921
H -0.567 -0.992 3.961
H -1.177 -2.308 1.761
H 0.773 -3.384 1.715
H 0.686 -2.802 3.384
H 2.894 -2.355 2.333
H 2.093 -0.871 2.836
H 2.640 -0.299 0.767
H 3.004 -2.989 0.197
H 3.478 -1.587 -0.764
H 0.962 -3.273 -0.957
H 2.078 -2.795 -2.236
H 1.142 -1.885 -4.223
H 2.581 -1.050 -3.633
H 1.403 -0.185 -4.615
H 0.392 1.660 -4.362
H -0.682 3.785 -3.623
H -1.752 3.974 -1.450
O -2.399 -0.975 0.097
Se -3.440 0.296 0.211
O -4.837 0.012 -0.429
O -2.704 1.540 -0.873
O -3.395 0.915 1.677

---

6.
40
Properties=species:S:1:pos:R:3 method="wB97M-V/def2-TZVPD" orbital_gap_ev=8.382 spin_multiplicity=1 homo_ev=-11.441 lumo_energy_ev=-3.1 charge=+1 e_above_lowest_kcal_mol=14.3 energy_ha=-694.588337 fmax_ev_per_a=3.45
C 2.015 3.456 -2.555
N 1.087 2.332 -2.469
C 0.307 2.001 -3.649
C 1.216 1.493 -1.432
C 0.505 0.319 -1.289
C 0.401 -0.464 -0.082
C -0.130 -1.856 -0.339
C 0.546 -3.011 0.127
C -0.063 -4.279 0.007
C -1.321 -4.374 -0.609
C -1.999 -3.237 -1.070
C -1.360 -1.993 -0.988
H 1.944 3.901 -3.550
H 1.758 4.189 -1.778
H 3.052 3.137 -2.372
H 0.536 2.765 -4.393
H 0.541 1.025 -4.087
H -0.766 2.018 -3.435
H 1.960 1.826 -0.708
H -0.197 0.078 -2.074
H 1.133 -0.367 0.701
H 1.500 -2.890 0.634
H 0.501 -5.162 0.294
H -1.782 -5.371 -0.750
H -2.969 -3.322 -1.595
H -1.879 -1.092 -1.348
C -0.536 0.210 3.918
C -0.224 1.647 3.405
C -0.181 1.556 1.858
N -0.583 0.186 1.415
C -0.660 -0.674 2.659
H 0.272 -0.143 4.562
H -1.463 0.187 4.491
H -0.997 2.359 3.719
H 0.737 1.999 3.805
H -0.807 2.299 1.360
H 0.830 1.702 1.492
H -1.527 0.194 0.916
H 0.173 -1.368 2.585
H -1.572 -1.275 2.624